105
Properties=species:S:1:pos:R:3:forces:R:3:mulliken_charge:R:1 method="wB97M-V/def2-TZVPD" e_homo_ev=-2.93 max_force_ha_per_bohr=0.080 total_charge=-2 e_lumo_ev=3.699 de_lowest_kj_mol=134.4
C -0.849858 0.157670 3.893469 0.1 0.3 0.1 0.106
C 1.375273 -1.911908 -5.717433 0.0 0.0 0.2 -1.299
C 3.192963 -3.593641 -7.053070 0.1 -0.1 -0.1 0.776
H 2.095844 3.423836 1.229363 0.0 0.0 0.0 0.143
S 2.245348 0.623496 1.700173 0.1 0.1 0.5 -0.360
H -2.498812 3.844881 1.607460 0.0 0.0 0.1 0.428
H 1.317964 -4.555256 0.010676 0.0 0.0 0.0 0.289
Ge 0.278923 -0.734330 -4.481916 0.2 -0.1 -0.5 0.779
C -5.138948 -2.027031 1.222441 -0.3 0.2 0.3 -1.164
H -3.276166 -4.799532 0.940797 0.1 0.2 0.0 0.464
F 1.407040 -4.927952 -7.772114 0.0 0.0 0.0 -0.321
C -4.281972 -1.901676 -5.350058 -0.2 -0.1 0.0 0.640
H 2.732160 5.686392 6.444009 0.0 -0.1 0.0 0.306
C 0.540389 2.794569 -0.024242 0.0 0.1 0.0 0.538
F 4.054394 -4.394893 -7.684638 0.2 -0.1 -0.1 -0.335
H -5.953371 -2.766599 1.156497 0.2 0.2 0.1 0.340
H -5.158652 -4.157824 -1.104582 0.1 0.2 -0.1 0.418
H 1.430245 4.697697 0.162652 0.0 0.0 0.0 0.402
C 1.188784 3.836898 0.786149 -0.2 -0.3 -0.2 -0.692
F 1.584495 2.505342 -8.592470 0.0 0.0 -0.1 -0.329
H -4.818562 -1.966554 2.275883 -0.1 0.0 -0.3 0.291
Si -3.701536 -2.474213 0.084349 0.1 0.2 -0.3 0.386
C -2.093600 -2.407982 -4.591390 0.2 0.2 -0.1 0.161
Ba -0.801693 -0.204641 0.267064 0.1 -0.6 -2.8 1.660
C -3.383932 -2.812702 -4.845235 0.0 -0.1 0.0 0.203
C 2.065681 1.196271 3.328828 -0.2 -0.2 0.1 -0.018
H 2.347798 4.656901 4.421775 0.0 0.0 0.0 0.506
S 0.960403 -1.092102 -2.532238 0.0 0.1 -0.1 -0.333
F 0.139069 2.194350 -3.404314 0.0 -0.1 0.1 -0.145
N 0.366633 -0.190373 4.067632 0.2 0.0 -0.1 -0.626
H -5.055569 -2.624199 -2.010703 0.1 -0.2 0.1 0.187
C 1.184124 3.540723 -6.526971 0.1 0.1 -0.1 0.757
As 1.794816 -2.483967 1.342030 -0.6 -0.5 0.1 0.453
H -2.394584 5.286067 3.625387 0.0 0.0 0.0 0.363
F 1.468008 4.730093 -7.061320 0.0 0.2 -0.1 -0.333
H 3.051885 3.484898 10.112002 0.0 0.0 -0.1 0.347
O -2.810359 -1.224006 -0.345924 -1.4 -0.9 -0.1 -0.505
C 2.917704 4.715941 8.354226 0.0 -0.1 -0.1 -0.520
H -0.865303 1.983183 5.887436 0.0 0.0 -0.1 0.331
F -5.538628 -2.270537 -5.595474 -0.2 -0.1 0.0 -0.353
F -3.769122 -4.074758 -4.653975 0.0 -0.1 0.1 -0.410
C 2.398789 2.360552 6.964735 0.0 0.0 0.0 -0.074
H 4.030960 -2.503619 0.319902 0.0 0.0 0.0 0.405
C 3.088572 -2.067381 -0.013920 0.0 0.1 -0.1 -1.258
C 2.742736 -1.672348 -5.730680 -0.1 -0.1 0.0 0.445
H 0.511139 4.139545 1.588690 0.0 -0.1 -0.1 0.140
C 2.591753 -2.498665 3.083330 0.1 0.1 0.1 -0.816
C -4.482104 -3.338489 -1.397115 -0.2 -0.1 -0.4 -0.929
H -1.564140 4.362854 5.791033 0.0 0.0 0.0 0.387
O 0.215814 -1.936252 1.213998 2.5 -2.9 1.4 0.026
N 0.015556 1.978450 -0.643522 0.9 2.3 -0.5 -0.423
H 2.755910 -2.543158 -0.934193 0.0 0.0 0.0 0.319
O -1.752468 1.332277 1.524027 -1.5 2.6 2.7 -0.791
H 2.672534 -4.862162 1.127800 0.0 0.0 0.0 0.415
C 0.967091 -3.022837 -6.431142 -0.1 0.1 -0.1 0.936
C 0.945404 1.181857 -6.736231 -0.1 0.0 0.1 0.871
H 3.204236 -1.006355 -0.180458 0.0 0.1 0.0 0.361
H 2.408842 -1.565913 3.597627 0.0 0.1 0.0 0.051
C -1.240708 2.401907 4.956383 -0.1 -0.1 0.0 -0.312
C -2.144613 3.448381 2.556741 0.0 0.1 0.0 -0.506
C -1.900637 -0.915270 3.768196 0.2 0.1 -0.2 -0.668
C -3.881499 -0.616173 -5.620565 -0.1 0.1 -0.1 0.130
C -1.753145 2.084430 2.585244 0.0 0.1 -0.2 -0.151
H 1.143121 3.362149 4.548575 0.0 0.1 0.1 -0.720
C 2.434689 3.570464 6.264619 0.0 0.1 -0.1 0.708
S 3.194086 2.565130 3.721150 0.0 -0.2 -0.1 -0.253
F -0.333049 -3.336385 -6.576856 0.0 0.1 0.1 -0.267
C -1.305044 1.584024 3.834108 0.2 -0.1 0.2 0.184
C 1.244645 2.405703 -7.300123 0.0 0.0 -0.1 0.081
H -2.531161 -3.581550 2.018225 0.0 -0.1 -0.3 0.201
C -2.737898 -3.838573 0.965925 0.3 -0.2 0.2 -0.769
C -1.627499 3.737533 4.908036 0.0 0.0 -0.2 -0.547
F -1.278818 -3.329054 -4.071367 0.1 0.1 0.0 -0.453
N 1.300299 0.827458 4.293083 -0.1 0.3 -0.3 0.264
C 2.876577 3.511286 9.040537 0.0 -0.1 -0.1 -0.365
C 2.698195 4.740121 6.977223 0.0 -0.1 0.1 -0.633
H 0.991074 -4.833100 1.728876 0.0 0.0 0.1 0.389
C 1.692787 -4.396295 1.022727 -0.1 0.0 -0.1 -1.382
F 0.985543 0.139783 -7.584404 0.0 -0.2 0.0 -0.350
C -2.568084 -0.252212 -5.406502 0.2 -0.2 0.0 0.841
C 3.647470 -2.485101 -6.378279 0.1 0.1 0.0 0.009
C 0.527331 2.207828 -4.672840 0.0 -0.2 0.0 0.173
C 2.174694 3.638392 4.771527 0.1 -0.2 0.4 0.211
F 3.261432 -0.598151 -5.126549 -0.1 0.2 0.2 -0.294
C -2.080354 4.249071 3.689027 0.0 -0.2 0.0 -0.375
H -1.762676 -3.971016 0.467148 -0.3 0.0 0.2 -0.029
H 2.192506 1.448629 6.406767 0.0 0.1 0.1 0.333
C 0.595289 1.031319 -5.405793 0.0 0.0 0.2 -0.753
F -4.764973 0.256694 -6.118256 -0.1 0.1 -0.1 -0.329
H 3.662943 -2.672512 2.965467 0.0 0.0 0.0 0.351
H 2.132635 -3.317383 3.631958 0.0 -0.1 0.1 0.354
C -1.624111 -1.134065 -4.903839 -0.1 -0.2 0.3 -0.572
H -2.585971 -0.863006 4.616682 0.0 0.0 0.0 0.379
H -5.542049 -1.042824 0.940300 0.1 -0.2 0.1 0.281
H -2.493711 -0.756708 2.859926 0.0 0.0 0.1 -0.004
H 2.586755 1.384533 8.864409 0.0 0.1 -0.1 0.379
C 2.616789 2.334412 8.337514 0.0 0.1 -0.1 -0.764
F 0.739433 4.554887 -4.465333 0.0 0.1 0.1 -0.315
H -3.688888 -3.768049 -2.028344 -0.2 0.1 0.1 0.116
F -2.263392 1.010023 -5.740271 0.2 0.2 0.0 -0.289
F 4.956998 -2.211581 -6.372958 0.1 0.0 0.0 -0.320
C 1.847171 -3.862073 -7.088752 -0.1 -0.1 0.0 -0.017
H 3.123773 5.639245 8.885393 0.0 0.0 0.0 0.355
H -1.435088 -1.899201 3.724751 0.0 0.0 0.0 0.249
C 0.817256 3.446028 -5.205571 0.0 0.1 0.0 -0.151